No. 1
{
  "formula": "C32H72N10O13",
  "method": "wB97M-V/def2-TZVPD",
  "species": ["C", "C", "N", "C", "C", "C", "C", "H", "H", "H", "H", "H", "H", "H", "H", "H", "H", "H", "H", "H", "H", "H", "O", "C", "C", "C", "C", "O", "H", "H", "H", "H", "H", "H", "O", "C", "C", "C", "C", "O", "H", "H", "H", "H", "H", "H", "C", "C", "N", "O", "H", "H", "H", "H", "H", "C", "C", "N", "O", "H", "H", "H", "H", "H", "C", "C", "N", "O", "H", "H", "H", "H", "H", "C", "C", "N", "O", "H", "H", "H", "H", "H", "C", "C", "N", "O", "H", "H", "H", "H", "H", "C", "C", "N", "O", "H", "H", "H", "H", "H", "C", "C", "N", "O", "H", "H", "H", "H", "H", "C", "C", "N", "O", "H", "H", "H", "H", "H", "C", "C", "N", "O", "H", "H", "H", "H", "H"],
  "xyz": [[31.32391, -10.44997, -23.26246], [30.93138, -9.82565, -21.96058], [30.11516, -10.74887, -21.18825], [29.41050, -9.98312, -20.25046], [30.21226, -9.31910, -19.09825], [30.95854, -11.78436, -20.56530], [30.14016, -13.08341, -20.24601], [31.70401, -11.46863, -23.18516], [32.11450, -9.93745, -23.81054], [30.50197, -10.37174, -23.97408], [31.81001, -9.60258, -21.35531], [30.50452, -8.85184, -22.20052], [28.89623, -9.19158, -20.79551], [28.56682, -10.53138, -19.83127], [30.79933, -8.48338, -19.47907], [29.51323, -8.78574, -18.45406], [30.87839, -9.92918, -18.48818], [31.28077, -11.55215, -19.55024], [31.70307, -12.08825, -21.30112], [29.82268, -13.45611, -21.21987], [29.20673, -12.85884, -19.72988], [30.73570, -13.80643, -19.68863], [30.84132, -20.11335, -15.20851], [32.01709, -20.19621, -15.01014], [32.91654, -21.34022, -15.46892], [34.27634, -20.78512, -14.98701], [34.03332, -19.78970, -13.93661], [32.66043, -19.42345, -14.16639], [32.72904, -22.26002, -14.91492], [32.86885, -21.52675, -16.54178], [35.09360, -21.47628, -14.78088], [34.66911, -20.13032, -15.76488], [34.19515, -20.08859, -12.90096], [34.55828, -18.85560, -14.13650], [26.81668, -21.63868, -24.47132], [27.93567, -21.83698, -23.99060], [28.32861, -21.20965, -22.70273], [29.86898, -21.42689, -22.74764], [30.09841, -22.56281, -23.74944], [28.80940, -22.82127, -24.36245], [27.99004, -20.17973, -22.58994], [27.83278, -21.69362, -21.86129], [30.18014, -20.50626, -23.24131], [30.40575, -21.52263, -21.80382], [30.81856, -22.36411, -24.54317], [30.42067, -23.39965, -23.12980], [32.65402, -29.23462, -28.28503], [32.88470, -28.60630, -26.93920], [33.77036, -27.57673, -26.89064], [32.13956, -28.92363, -25.98601], [32.06702, -28.54319, -28.88956], [32.06256, -30.13670, -28.12845], [33.55656, -29.43884, -28.86107], [34.00275, -27.30889, -25.94493], [34.27281, -27.33122, -27.73169], [29.30747, -15.10587, -26.32310], [28.11647, -14.22167, -26.47708], [27.81692, -13.23886, -25.55910], [27.37323, -14.51925, -27.38060], [29.84353, -14.76633, -25.43684], [29.97305, -15.06286, -27.18522], [29.04767, -16.16332, -26.37199], [27.07990, -12.73837, -26.03494], [28.46668, -13.01030, -24.82041], [35.68968, -15.49022, -19.19489], [35.80453, -16.17693, -20.54950], [36.20920, -15.43355, -21.53044], [35.34769, -17.32242, -20.61362], [34.92258, -16.07411, -18.68624], [35.23526, -14.50063, -19.24299], [36.64107, -15.53238, -18.66461], [36.85303, -14.74015, -21.17719], [36.49324, -15.98711, -22.32605], [21.95842, -21.67022, -32.62698], [20.86253, -22.09041, -31.67258], [21.13969, -22.00172, -30.37031], [19.75325, -22.51311, -31.97408], [21.97089, -22.20192, -33.57843], [22.94396, -21.82830, -32.18903], [21.77817, -20.64350, -32.94552], [22.03891, -21.71603, -30.00992], [20.42831, -22.26133, -29.70200], [31.39812, -20.42170, -30.48912], [32.08926, -21.33242, -31.52487], [31.85494, -21.14072, -32.81276], [32.76585, -22.24203, -31.23526], [30.43137, -20.78836, -30.14406], [31.37764, -19.45071, -30.98397], [32.12123, -20.40660, -29.67366], [31.18478, -20.41628, -33.02768], [32.33431, -21.77513, -33.43550], [38.47433, -26.00257, -18.36140], [38.01761, -25.00469, -19.30150], [36.84398, -24.38165, -19.09116], [38.63913, -24.70464, -20.28456], [39.53443, -26.24419, -18.43828], [37.85915, -26.86730, -18.61022], [38.22011, -25.60453, -17.37904], [36.26969, -24.69728, -18.32261], [36.66536, -23.56401, -19.65654], [22.18289, -16.60324, -26.08269], [22.03758, -15.91366, -24.76811], [22.55319, -14.66043, -24.72665], [21.42286, -16.33231, -23.78081], [21.60000, -17.50564, -25.89826], [23.15968, -17.02631, -26.31718], [21.74961, -16.09445, -26.94380], [23.29177, -14.51244, -25.39948], [22.37034, -14.04262, -23.94885], [28.33796, -27.00941, -32.45498], [27.27339, -26.11474, -31.96522], [27.16404, -25.77192, -30.66826], [26.26846, -25.83735, -32.73955], [28.26561, -27.01166, -33.54257], [28.23151, -28.00997, -32.03588], [29.25375, -26.60662, -32.02231], [26.33718, -25.19211, -30.65359], [27.67540, -26.15053, -29.88387], [19.19445, -21.12843, -20.38360], [18.98383, -21.97290, -21.64020], [20.08714, -22.03797, -22.40256], [17.97157, -22.54497, -21.84965], [19.61685, -20.13672, -20.54541], [19.92228, -21.71711, -19.82520], [18.26176, -21.00861, -19.83239], [20.00128, -22.81119, -23.04665], [20.82798, -21.35409, -22.34289]],
  "lowdin_charge": [-0.10, -0.28, -0.19, -0.29, -0.08, -0.23, -0.07, 0.06, 0.07, 0.07, 0.11, 0.12, 0.11, 0.11, 0.06, 0.07, 0.06, 0.09, 0.10, 0.06, 0.06, 0.07, 0.12, -0.52, -0.04, -0.18, -0.16, 0.04, 0.12, 0.12, 0.12, 0.12, 0.13, 0.13, 0.08, -0.46, -0.08, -0.14, -0.14, 0.03, 0.13, 0.13, 0.11, 0.11, 0.12, 0.12, -0.02, -0.58, 0.15, 0.00, 0.08, 0.08, 0.08, 0.11, 0.11, -0.02, -0.62, 0.16, 0.03, 0.07, 0.09, 0.09, 0.11, 0.10, -0.02, -0.64, 0.17, 0.02, 0.08, 0.08, 0.08, 0.11, 0.12, -0.01, -0.61, 0.14, 0.02, 0.08, 0.07, 0.08, 0.10, 0.11, 0.01, -0.67, 0.15, 0.06, 0.08, 0.07, 0.08, 0.10, 0.12, -0.01, -0.68, 0.15, 0.05, 0.10, 0.10, 0.08, 0.10, 0.12, -0.02, -0.60, 0.14, 0.02, 0.08, 0.09, 0.09, 0.10, 0.11, -0.02, -0.56, 0.15, -0.05, 0.09, 0.09, 0.08, 0.11, 0.11, -0.02, -0.66, 0.15, 0.07, 0.07, 0.08, 0.08, 0.11, 0.11],
  "homo_lumo_gap_ev": 8.84,
  "spin_multiplicity": 1,
  "smiles": "CCN(CC)CC.O=C1CCCO1.O=C1CCCO1.CC(N)=O.CC(N)=O.CC(N)=O.CC(N)=O.CC(N)=O.CC(N)=O.CC(N)=O.CC(N)=O.CC(N)=O",
  "e_homo_ev": -8.87
}


No. 2
{
  "formula": "C44H48As3F6KN13O2P",
  "method": "wB97M-V/def2-TZVPD",
  "species": ["K", "C", "C", "C", "C", "C", "N", "C", "N", "C", "C", "C", "C", "C", "C", "C", "C", "N", "C", "N", "C", "N", "C", "N", "C", "N", "C", "C", "C", "C", "C", "C", "C", "C", "C", "C", "C", "C", "N", "C", "C", "H", "H", "H", "H", "H", "H", "H", "H", "H", "H", "H", "H", "H", "H", "H", "H", "N", "N", "C", "N", "N", "N", "O", "O", "H", "H", "H", "H", "H", "C", "As", "C", "C", "C", "C", "C", "As", "C", "C", "C", "As", "C", "C", "H", "H", "H", "H", "H", "H", "H", "H", "H", "H", "H", "H", "H", "H", "H", "H", "H", "H", "H", "H", "H", "H", "H", "H", "H", "H", "H", "F", "P", "F", "F", "F", "F", "F"],
  "xyz": [[0.78653, -0.02453, -0.66212], [4.82816, 3.89591, 1.99275], [4.54936, 4.79047, 0.96266], [4.07341, 4.33967, -0.26824], [3.88421, 2.98360, -0.42252], [3.46459, 2.14231, -1.57299], [3.42404, 0.82629, -1.20416], [3.85210, 0.74085, 0.05323], [4.16278, -0.39050, 0.69128], [3.78086, -1.56533, 0.19683], [4.57862, -2.80907, 0.40756], [5.76424, -3.05832, 1.06210], [6.26176, -4.36192, 1.01940], [5.58407, -5.36316, 0.32972], [4.39227, -5.09142, -0.34347], [3.90610, -3.80568, -0.28154], [2.74027, -3.12639, -0.90939], [1.90226, -3.72383, -1.69818], [1.19142, -3.03690, -2.60810], [1.61562, -1.94143, -3.22268], [0.72677, -1.65325, -4.22362], [0.85162, -0.69564, -5.09766], [1.69030, 0.32535, -4.83886], [1.93249, 0.84245, -3.61412], [2.83624, 1.82650, -3.76547], [3.32664, 2.60840, -2.78075], [3.18298, 2.00880, -5.18130], [4.09102, 2.82245, -5.83723], [4.23899, 2.65287, -7.21006], [3.50004, 1.68751, -7.90046], [2.59162, 0.87078, -7.23660], [2.43943, 1.05009, -5.87176], [-0.37136, -2.65353, -4.23672], [-1.49073, -2.82302, -5.02474], [-2.32420, -3.90488, -4.73829], [-2.04441, -4.76684, -3.68026], [-0.91498, -4.58201, -2.88357], [-0.08562, -3.52450, -3.19194], [2.69520, -1.81752, -0.53199], [4.14960, 2.09263, 0.60674], [4.63289, 2.52610, 1.82410], [5.20285, 4.27078, 2.93774], [4.71428, 5.84993, 1.11743], [3.85641, 5.02480, -1.07868], [6.28245, -2.26748, 1.59150], [7.18666, -4.60062, 1.53022], [5.99424, -6.36560, 0.31056], [3.86074, -5.86124, -0.89009], [4.66501, 3.56420, -5.29379], [4.94367, 3.27207, -7.75172], [3.64825, 1.56706, -8.96758], [2.02257, 0.11372, -7.76455], [-1.70902, -2.13773, -5.83425], [-3.20354, -4.07636, -5.34809], [-2.71667, -5.59150, -3.47609], [-0.69777, -5.22733, -2.04030], [4.85811, 1.82440, 2.61984], [2.68501, -0.33884, 3.33622], [1.37046, -0.08554, 3.77342], [0.49368, 0.68016, 3.13805], [-0.73705, 0.78801, 3.67499], [0.95010, 1.30125, 2.03238], [0.08436, 1.97328, 1.26339], [-1.02048, 2.38313, 1.66688], [0.47213, 2.19213, 0.11111], [2.66360, -1.22827, 2.84243], [2.90124, 0.35466, 2.63049], [1.02650, -0.72540, 4.46601], [-1.07476, -0.02513, 4.16674], [-1.40171, 1.28151, 3.09868], [0.10657, 3.46856, -2.73728], [-1.04579, 1.89823, -2.50061], [-1.58273, 1.82752, -4.39310], [-2.50320, 3.05877, -1.81310], [-3.88861, 2.49594, -1.45222], [-4.35261, 1.52431, -2.54593], [-3.93294, 1.80638, -0.08235], [-2.83246, 0.21115, 0.32642], [-3.89844, -1.15091, -0.61443], [-3.74656, -0.00911, 2.05665], [-4.91249, 3.65597, -1.44725], [-4.88457, 5.24075, -0.24775], [-5.79054, 4.47634, 1.32084], [-3.10634, 5.36419, 0.57462], [-0.49524, 4.30623, -3.09120], [0.87786, 3.25072, -3.46654], [0.57868, 3.73330, -1.79299], [-2.04936, 2.76402, -4.70336], [-2.26683, 1.00128, -4.58112], [-0.67988, 1.65987, -4.98130], [-2.63029, 3.82578, -2.58179], [-2.05134, 3.53650, -0.94617], [-3.65027, 0.69800, -2.65774], [-4.42465, 2.03674, -3.50934], [-5.33417, 1.10609, -2.30679], [-4.97076, 1.52942, 0.13488], [-3.62510, 2.52108, 0.68082], [-4.95312, -0.87037, -0.65685], [-3.79079, -2.09136, -0.07415], [-3.52158, -1.29743, -1.62647], [-4.81643, -0.13195, 1.88380], [-3.59730, 0.87353, 2.68083], [-3.36193, -0.88907, 2.57096], [-5.91113, 3.24255, -1.26851], [-4.94340, 4.08593, -2.45080], [-6.78499, 4.12977, 1.03960], [-5.90021, 5.25971, 2.07126], [-5.23304, 3.64609, 1.75274], [-2.38138, 5.74978, -0.14082], [-2.73678, 4.42712, 0.98695], [-3.20482, 6.08972, 1.38440], [-0.06644, -1.18294, 1.16724], [-0.33028, -2.71526, 1.73713], [-0.58016, -4.19033, 2.30363], [-0.15503, -3.26574, 0.24839], [1.25408, -2.84102, 2.02388], [-0.52706, -2.10372, 3.24888], [-1.91174, -2.50883, 1.49542]],
  "lowdin_charge": [0.59, -0.08, -0.08, -0.01, -0.10, -0.28, 0.14, -0.30, 0.18, -0.28, -0.10, -0.01, -0.08, -0.08, -0.01, -0.09, -0.27, 0.21, -0.27, 0.19, -0.27, 0.20, -0.29, 0.17, -0.29, 0.20, -0.11, -0.02, -0.10, -0.10, -0.02, -0.11, -0.10, -0.02, -0.09, -0.08, -0.01, -0.10, 0.11, -0.11, -0.02, 0.10, 0.10, 0.11, 0.11, 0.10, 0.10, 0.11, 0.11, 0.09, 0.09, 0.11, 0.11, 0.10, 0.10, 0.12, 0.11, 0.09, 0.01, -0.41, 0.20, 0.15, -0.43, -0.04, -0.17, 0.06, 0.03, 0.14, 0.10, 0.05, -0.29, 1.13, -0.31, -0.35, -0.65, -0.09, -0.37, 1.16, -0.31, -0.31, -0.39, 1.11, -0.36, -0.35, 0.03, 0.00, 0.01, 0.02, 0.01, 0.00, 0.07, 0.04, 0.04, 0.08, 0.08, 0.08, 0.03, 0.02, 0.01, 0.01, 0.02, 0.01, 0.01, 0.06, 0.05, 0.01, 0.01, 0.01, 0.01, 0.00, 0.01, -0.33, 0.18, -0.13, -0.12, -0.14, -0.18, -0.17],
  "homo_lumo_gap_ev": [5.27, 6.38],
  "spin_multiplicity": 2,
  "total_charge": -1,
  "s2": 0.81,
  "de_lowest_kj_mol": 0.0,
  "e_homo_ev": [-3.96, -5.78]
}


No. 3
{
  "formula": "C5H17N4O",
  "method": "wB97M-V/def2-TZVPD",
  "species": ["C", "C", "C", "C", "C", "N", "N", "N", "N", "O", "H", "H", "H", "H", "H", "H", "H", "H", "H", "H", "H", "H", "H", "H", "H", "H", "H"],
  "xyz": [[-2.95370, -0.52758, 1.49274], [3.78308, -1.06654, 0.46632], [-0.14454, -1.06965, -1.17601], [-2.52179, 0.69175, 0.73024], [0.34709, 1.46430, -1.06230], [-0.45253, 2.47698, -1.33147], [2.37769, -0.58726, 0.72091], [-0.54883, 0.09702, -0.44618], [-1.89716, 0.42343, -0.52442], [1.54196, 1.33258, -1.03520], [-2.86645, -1.46582, 0.95292], [-2.54539, -0.70499, 2.56183], [-4.01674, -0.25452, 1.77141], [4.06973, -1.90556, 1.13068], [3.95061, -1.45241, -0.54684], [4.54705, -0.39837, 0.64493], [0.93383, -1.02852, -1.56600], [-0.13603, -1.93372, -0.52306], [-0.75861, -1.28559, -2.13990], [-1.70411, 1.21457, 1.23190], [-3.18254, 1.46596, 0.49329], [-0.16723, 3.42265, -1.56068], [-1.40538, 2.21538, -1.32444], [2.44342, 0.40908, 0.78918], [1.95540, -0.85803, 1.60839], [-2.44383, 0.21367, -1.32196], [1.79500, -0.88879, -0.03627]],
  "lowdin_charge": [-0.09, 0.00, -0.13, -0.28, -0.43, 0.21, 0.17, -0.11, -0.15, 0.03, 0.06, 0.10, 0.09, 0.11, 0.11, 0.07, 0.09, 0.07, 0.13, 0.11, 0.10, 0.14, 0.08, 0.13, 0.18, 0.13, 0.06],
  "homo_lumo_gap_ev": 8.59,
  "spin_multiplicity": 1,
  "total_charge": 1,
  "de_lowest_kj_mol": 136.3,
  "e_homo_ev": -11.58
}


no.,maximum force (eV/A)
1,5.7
2,1.8
3,4.3